No. 1
{
  "formula": "H31O16",
  "method": "wB97M-V/def2-TZVPD",
  "e_above_lowest_kj_mol": 283.14,
  "multiplicity": 2,
  "charge": -2,
  "e_homo_ev": [2.263, -4.221],
  "s2": 0.75,
  "gap_ha": [0.0772, 0.3125],
  "symbols": ["O", "H", "H", "O", "H", "H", "O", "H", "H", "O", "H", "H", "O", "H", "H", "O", "H", "H", "O", "H", "H", "O", "H", "H", "O", "H", "O", "H", "H", "O", "H", "H", "O", "H", "H", "O", "H", "H", "O", "H", "H", "O", "H", "H", "O", "H", "H"],
  "xyz": [[0.154, -0.020, -2.640], [-2.447, -4.364, 2.436], [2.076, 2.108, 0.266], [0.834, -3.586, -2.099], [-0.586, -0.200, -2.998], [0.842, -0.618, -2.875], [3.850, -0.125, -3.264], [0.508, -3.989, -2.789], [1.963, 2.763, -1.014], [2.502, 2.798, -0.248], [4.805, 0.826, 1.583], [-0.036, -3.646, -1.454], [4.729, -0.013, 1.187], [3.890, -2.508, -0.250], [0.488, 3.556, 2.961], [-3.186, 3.578, 1.808], [-2.040, 3.472, 1.857], [-3.433, 4.504, 1.589], [-0.425, 0.475, 1.419], [0.364, 1.028, 1.213], [-0.962, 1.158, 1.950], [-1.076, -5.449, -0.474], [-2.007, -5.380, -0.291], [2.806, 0.121, -2.982], [-0.932, 5.461, 0.173], [-0.738, 5.040, 1.034], [3.449, -3.208, -0.835], [5.525, -0.133, 0.742], [2.603, -3.267, -1.156], [-3.034, 0.469, -3.395], [4.044, -0.696, -2.609], [-2.794, 0.124, -2.530], [1.330, 4.137, 3.308], [-3.586, 1.167, 0.498], [-1.336, -1.785, 0.998], [-2.227, -4.969, 1.817], [-2.336, -4.723, 0.877], [-0.826, 2.928, 3.137], [-1.287, -2.828, 0.786], [1.318, 4.152, 4.302], [-1.243, -2.843, -0.154], [-0.836, 2.978, 2.230], [-0.285, 5.169, -0.432], [-0.604, -5.265, 0.405], [-3.698, 0.337, 0.034], [-3.163, 1.396, -3.304], [-3.998, -0.371, 0.542]],
  "mulliken_spin": [0.149, -0.112, -0.005, 0.295, -0.068, 0.002, 0.045, -0.159, -0.005, 0.014, 0.000, 0.029, 0.023, -0.064, -0.006, 0.007, -0.015, -0.004, 0.204, -0.033, -0.008, -0.175, 0.010, 0.007, 0.010, -0.004, 0.256, -0.018, -0.029, 0.065, -0.025, -0.014, 0.010, 0.007, -0.131, -0.007, -0.002, -0.004, 0.604, -0.003, 0.032, 0.066, -0.002, -0.001, 0.116, -0.009, -0.048]
}

No. 2
{
  "formula": "H32O16",
  "method": "wB97M-V/def2-TZVPD",
  "e_above_lowest_kj_mol": 128.93,
  "multiplicity": 2,
  "charge": -1,
  "e_homo_ev": [-0.100, -8.650],
  "s2": 0.75,
  "gap_ha": [0.0811, 0.3975],
  "symbols": ["O", "H", "H", "O", "H", "H", "O", "H", "H", "O", "H", "H", "O", "H", "H", "O", "H", "H", "O", "H", "H", "O", "H", "H", "O", "H", "H", "O", "H", "H", "O", "H", "H", "O", "H", "H", "O", "H", "H", "O", "H", "H", "O", "H", "H", "O", "H", "H"],
  "xyz": [[1.008, -5.146, -2.406], [0.384, -5.394, -1.723], [1.789, -5.015, -1.846], [1.695, -4.696, 2.220], [0.732, -4.729, 2.182], [1.832, -3.780, 2.421], [-1.153, 3.238, 2.433], [-1.795, 3.940, 2.588], [-1.177, 2.422, 2.926], [-1.117, 5.800, 1.200], [-1.981, 5.387, 1.093], [-0.400, 5.233, 0.913], [-2.424, 4.798, -1.923], [-1.709, 4.151, -2.005], [-2.120, 5.541, -1.392], [-0.433, -0.576, -3.362], [-0.728, 0.287, -3.497], [-0.019, -0.747, -4.242], [1.172, 1.051, -4.690], [1.504, 1.416, -3.860], [1.894, 1.533, -5.264], [3.321, 4.001, 1.044], [3.199, 3.038, 1.085], [4.229, 4.223, 0.862], [-1.041, -0.398, 2.733], [-1.242, -1.256, 3.056], [-1.555, -0.165, 1.926], [2.480, 0.763, 4.497], [2.003, 1.568, 4.677], [2.119, 0.488, 3.641], [-3.173, -2.803, 0.498], [-3.478, -3.475, 1.132], [-2.786, -3.436, -0.154], [-1.871, -4.648, -1.238], [-1.664, -3.853, -1.757], [-2.727, -5.051, -1.383], [1.775, 1.707, 1.070], [2.414, 1.246, 0.552], [0.877, 1.930, 0.806], [2.317, -0.682, -0.451], [1.509, -0.425, -0.015], [2.242, -1.461, -0.973], [-1.140, -4.733, 1.477], [-1.487, -4.498, 0.612], [-1.854, -4.451, 2.067], [-0.626, 2.799, -2.267], [-0.488, 2.951, -3.205], [-0.309, 1.906, -2.056]],
  "mulliken_spin": [0.078, -0.001, -0.032, 0.032, 0.000, -0.019, 0.110, -0.018, -0.024, -0.009, -0.003, 0.009, 0.012, -0.063, -0.017, 0.173, 0.008, -0.073, 0.045, 0.025, -0.037, 0.032, -0.002, -0.015, 0.112, -0.013, -0.014, 0.039, -0.006, -0.002, -0.006, -0.048, 0.055, 0.305, -0.010, -0.077, 0.125, -0.032, 0.020, 0.196, -0.033, -0.078, 0.106, -0.013, -0.073, 0.335, -0.010, -0.091]
}

No. 3
{
  "formula": "H32O16",
  "method": "wB97M-V/def2-TZVPD",
  "e_above_lowest_kj_mol": 437.82,
  "e_homo_ev": -10.495,
  "gap_ha": 0.3620,
  "symbols": ["O", "H", "H", "O", "H", "H", "O", "H", "H", "O", "H", "H", "O", "H", "H", "O", "H", "H", "O", "H", "H", "O", "H", "H", "O", "H", "H", "O", "H", "H", "O", "H", "H", "O", "H", "H", "O", "H", "H", "O", "H", "H", "O", "H", "H", "O", "H", "H"],
  "xyz": [[-7.296, -7.285, -15.182], [-7.248, -6.543, -15.761], [-7.911, -7.928, -15.523], [-3.891, -11.074, -16.249], [-3.586, -11.684, -16.943], [-3.120, -10.560, -15.978], [-6.693, -10.242, -16.974], [-7.478, -10.670, -16.560], [-5.918, -10.648, -16.574], [-5.858, -13.369, -16.623], [-5.258, -14.049, -16.943], [-6.607, -13.432, -17.206], [-4.820, -7.875, -16.021], [-5.754, -7.874, -15.983], [-4.642, -6.930, -15.939], [-6.738, -10.540, -19.552], [-6.708, -10.341, -18.592], [-6.079, -10.098, -20.114], [-5.769, -10.103, -14.142], [-6.032, -9.260, -14.509], [-5.166, -10.418, -14.806], [-8.024, -13.245, -18.334], [-7.549, -12.831, -19.049], [-8.536, -12.502, -17.939], [-4.347, -13.047, -14.303], [-5.227, -13.164, -13.993], [-4.422, -12.863, -15.219], [-9.341, -9.157, -15.968], [-10.206, -8.724, -15.882], [-9.450, -10.043, -16.264], [-3.889, -8.811, -18.402], [-4.525, -8.570, -17.736], [-4.076, -8.158, -19.104], [-8.217, -7.706, -17.911], [-9.148, -7.668, -18.083], [-8.249, -8.484, -17.333], [-3.843, -11.661, -18.914], [-4.507, -11.727, -19.615], [-3.986, -10.825, -18.458], [-8.515, -9.707, -13.339], [-8.582, -9.694, -14.291], [-7.799, -10.285, -13.127], [-8.498, -11.856, -15.376], [-9.023, -12.571, -15.666], [-7.599, -12.178, -15.183], [-10.194, -11.197, -17.666], [-10.763, -10.532, -18.060], [-10.721, -11.535, -16.960]],
  "nbo_charge": [-0.958, 0.480, 0.494, -0.997, 0.510, 0.498, -0.994, 0.493, 0.515, -1.001, 0.480, 0.498, -0.964, 0.485, 0.473, -1.028, 0.507, 0.477, -0.962, 0.478, 0.480, -0.967, 0.500, 0.488, -0.946, 0.460, 0.482, -0.989, 0.497, 0.509, -0.974, 0.497, 0.469, -0.948, 0.452, 0.481, -0.990, 0.483, 0.501, -0.960, 0.470, 0.480, -0.971, 0.478, 0.513, -0.942, 0.490, 0.474]
}

No. 4
{
  "formula": "H32O20STl",
  "method": "wB97M-V/def2-TZVPD",
  "e_above_lowest_kj_mol": 0.00,
  "charge": 1,
  "e_homo_ev": -11.983,
  "gap_ha": 0.1097,
  "symbols": ["Tl", "S", "O", "O", "O", "O", "O", "H", "H", "O", "H", "H", "O", "H", "H", "O", "H", "H", "O", "H", "H", "O", "H", "H", "O", "H", "H", "O", "H", "H", "O", "H", "H", "O", "H", "H", "O", "H", "H", "O", "H", "H", "O", "H", "H", "O", "H", "H", "O", "H", "H", "O", "H", "H"],
  "xyz": [[1.031, -2.298, 1.944], [-0.324, 0.149, -0.154], [0.377, -0.778, 0.739], [-1.781, 0.021, 0.104], [0.160, 1.488, 0.128], [-0.213, -0.121, -1.590], [-1.152, -1.633, 2.958], [-1.172, -0.648, 2.986], [-1.664, -2.071, 3.611], [1.410, -2.697, -1.373], [1.766, -1.925, -1.902], [0.635, -2.995, -1.880], [-1.092, -2.407, -2.582], [-0.838, -1.478, -2.355], [-1.983, -2.476, -2.163], [2.923, 1.895, 1.619], [3.715, 1.598, 1.254], [2.300, 1.842, 0.885], [0.709, 3.347, -1.415], [0.529, 2.669, -0.746], [-0.026, 4.001, -1.360], [-2.713, -2.257, -0.091], [-2.468, -1.307, -0.122], [-3.453, -2.269, 0.472], [-0.601, 1.678, -3.125], [0.105, 2.130, -2.624], [-0.555, 0.902, -2.567], [2.918, 0.378, -0.716], [2.461, 0.499, -1.534], [3.798, 0.420, -1.102], [-1.857, 3.270, 0.415], [-0.990, 2.805, 0.346], [-2.079, 3.215, 1.335], [-3.695, 1.015, 1.405], [-3.038, 0.568, 0.795], [-3.069, 1.295, 2.060], [-0.455, -3.373, 0.740], [-0.316, -4.227, 0.346], [-1.216, -2.889, 0.335], [1.722, -0.642, -3.049], [0.871, -0.284, -2.614], [2.057, 0.065, -3.590], [2.909, -1.484, 1.293], [2.908, -0.812, 0.572], [3.835, -1.593, 1.537], [0.480, 2.818, 2.108], [0.362, 2.400, 1.272], [1.430, 2.744, 2.254], [1.327, -0.752, 3.508], [0.654, -0.536, 4.184], [2.138, -0.236, 3.707], [-3.000, -0.009, -2.298], [-2.680, 0.048, -1.405], [-3.098, 0.937, -2.551]],
  "lowdin_charge": [1.383, 0.517, -0.344, -0.335, -0.328, -0.329, -0.013, 0.108, 0.087, -0.106, 0.019, 0.017, -0.066, 0.005, 0.049, -0.021, 0.013, 0.022, -0.059, -0.050, 0.091, -0.007, -0.013, 0.065, -0.056, -0.004, -0.084, -0.013, 0.033, 0.102, -0.034, -0.012, 0.024, -0.065, -0.020, -0.004, -0.012, 0.110, 0.047, -0.070, 0.017, 0.071, -0.023, 0.054, 0.129, -0.045, -0.094, 0.007, -0.025, 0.119, 0.134, -0.035, -0.040, 0.082]
}

No. 5
{
  "formula": "H33O17",
  "method": "wB97M-V/def2-TZVPD",
  "e_above_lowest_kj_mol": 447.79,
  "charge": -1,
  "e_homo_ev": -7.642,
  "gap_ha": 0.3585,
  "symbols": ["O", "H", "H", "O", "H", "H", "O", "H", "H", "O", "H", "H", "O", "H", "O", "H", "H", "O", "H", "H", "O", "H", "H", "O", "H", "H", "O", "H", "H", "O", "H", "H", "O", "H", "H", "O", "H", "H", "O", "H", "H", "O", "H", "H", "O", "H", "H", "O", "H", "H"],
  "xyz": [[-3.866, -3.632, 0.347], [-4.025, -3.444, 1.250], [-3.311, -2.885, 0.191], [-2.996, 2.705, -2.589], [-3.192, 1.875, -2.148], [-2.267, 2.939, -2.037], [1.037, 0.813, -3.054], [0.852, 1.766, -1.922], [0.795, 1.467, -3.767], [4.234, -0.706, 2.466], [3.263, -0.412, 2.810], [4.232, -0.640, 1.524], [0.583, 1.027, 1.196], [0.876, 0.467, 0.452], [-1.625, 3.236, 5.266], [-0.934, 2.662, 4.734], [-2.406, 3.228, 4.697], [-0.521, -1.027, -3.443], [0.140, -0.249, -3.513], [-0.626, -1.472, -4.302], [-1.303, -0.045, -1.173], [-0.802, 0.655, -1.010], [-0.080, 1.388, 0.475], [0.416, 3.852, 2.459], [1.141, 3.452, 2.702], [0.355, 3.910, 1.432], [2.678, -1.191, -2.602], [2.037, -1.867, -2.304], [1.963, -0.500, -2.767], [3.677, -3.400, 2.762], [3.622, -2.466, 2.771], [4.043, -3.633, 1.920], [1.320, 1.138, 3.725], [0.850, 0.899, 2.901], [2.136, 0.666, 3.400], [4.334, -1.300, -0.409], [3.757, -0.445, -0.514], [3.855, -1.982, -1.061], [0.219, -2.473, -1.282], [-0.332, -2.589, -0.657], [-0.012, -2.004, -2.090], [0.607, 2.413, -1.146], [0.333, 3.226, -1.451], [-0.940, -0.602, -2.003], [-3.745, -0.540, -2.438], [-3.526, -0.759, -1.568], [-2.862, -0.482, -2.877], [-4.645, -1.313, 1.671], [-5.391, -0.958, 1.157], [-3.950, -0.766, 1.820]],
  "nbo_charge": [-0.930, 0.470, 0.459, -0.941, 0.482, 0.455, -1.191, 0.515, 0.460, -0.939, 0.445, 0.500, -0.979, 0.481, -0.955, 0.492, 0.462, -1.043, 0.518, 0.498, -1.019, 0.454, 0.500, -0.944, 0.467, 0.477, -1.013, 0.465, 0.509, -0.962, 0.482, 0.464, -0.946, 0.499, 0.430, -0.999, 0.486, 0.515, -0.981, 0.463, 0.491, -1.055, 0.457, 0.500, -0.956, 0.469, 0.487, -0.968, 0.492, 0.477]
}

No. 6
{
  "formula": "H34O17",
  "method": "wB97M-V/def2-TZVPD",
  "e_above_lowest_kj_mol": 128.56,
  "e_homo_ev": -9.980,
  "gap_ha": 0.3525,
  "symbols": ["O", "H", "H", "O", "H", "H", "O", "H", "H", "O", "H", "H", "O", "H", "H", "O", "H", "H", "O", "H", "H", "O", "H", "H", "O", "H", "H", "O", "H", "H", "O", "H", "H", "O", "H", "H", "O", "H", "H", "O", "H", "H", "O", "H", "H", "O", "H", "H", "O", "H", "H"],
  "xyz": [[-0.149, -1.806, -2.412], [0.377, -1.976, -3.209], [-0.527, -0.930, -2.417], [2.195, 0.616, -1.846], [2.934, 0.586, -2.502], [2.183, 1.533, -1.675], [2.458, -2.401, -1.272], [1.792, -2.022, -1.855], [2.162, -2.330, -0.361], [-1.503, 3.279, -0.775], [-1.409, 2.606, -0.060], [-1.947, 2.899, -1.527], [2.001, 2.377, 1.482], [1.776, 2.683, 2.389], [2.502, 1.581, 1.528], [3.128, -0.141, 0.833], [3.719, -0.860, 1.033], [3.250, -0.038, -0.092], [-0.211, 0.856, -2.726], [0.687, 0.691, -2.358], [-0.032, 1.140, -3.624], [-0.786, -3.467, -0.517], [-0.556, -3.099, -1.412], [-0.138, -3.016, 0.047], [-3.110, -1.983, -0.058], [-2.673, -2.787, -0.515], [-2.465, -1.774, 0.634], [1.227, 2.979, -1.080], [1.429, 2.903, -0.123], [0.312, 3.233, -1.009], [-1.267, 1.937, 1.503], [-1.659, 1.323, 2.146], [-0.885, 2.674, 2.011], [0.517, 0.078, 3.033], [0.669, 0.029, 2.090], [0.332, 0.985, 3.205], [1.182, -2.763, 1.181], [0.673, -3.133, 1.945], [0.918, -1.842, 1.007], [-3.814, 0.986, 1.298], [-3.110, 0.950, 0.677], [-4.108, 1.911, 1.314], [0.404, -0.411, 0.225], [1.101, 0.024, -0.205], [-0.295, 0.229, 0.156], [-2.117, 0.375, -1.013], [-1.387, 0.618, -1.598], [-2.313, -0.548, -0.886], [-1.454, -1.488, 2.262], [-1.225, -2.363, 2.508], [-0.789, -0.901, 2.621]],
  "nbo_charge": [-0.974, 0.479, 0.511, -0.976, 0.500, 0.516, -0.975, 0.473, 0.486, -0.990, 0.503, 0.488, -0.980, 0.480, 0.513, -0.975, 0.493, 0.490, -0.994, 0.502, 0.493, -1.014, 0.493, 0.478, -0.989, 0.504, 0.491, -1.025, 0.495, 0.505, -0.974, 0.517, 0.481, -0.950, 0.501, 0.466, -0.989, 0.489, 0.505, -0.953, 0.486, 0.463, -0.974, 0.488, 0.511, -1.045, 0.487, 0.512, -0.974, 0.465, 0.486]
}